[1]
A cluster of 2 separate species, C17H27BClN2O7 in total in a non-equilibrium geometry, computed with the ωB97M-V functional and the def2-TZVPD basis.

```
55
Properties=species:S:1:pos:R:3:forces:R:3:nbo_charge:R:1
C 3.5174 2.3716 0.3795 0.07 -0.24 0.17 -0.73
C 2.1441 1.4296 0.2415 -0.23 -0.63 -4.98 0.72
O 1.7575 1.1408 -1.0003 1.64 1.80 7.62 -0.57
N 1.5209 0.9663 1.5334 2.17 -0.25 -2.57 -0.60
C 2.7082 0.3839 2.3297 3.05 -4.91 -2.76 0.73
C 3.1163 0.8349 3.8524 0.43 -0.89 -0.17 -0.73
O 3.4015 -0.5834 1.7036 -3.83 6.16 4.25 -0.54
C 0.4236 -0.0514 1.3502 -1.24 -4.13 2.49 0.38
C 0.2865 -0.7797 2.8504 -1.48 -0.29 -0.02 -0.68
O 0.6672 -1.2543 0.5065 -0.17 3.55 1.80 -0.72
B -0.6364 -1.6945 -0.1063 0.85 0.33 0.03 0.65
C -0.9272 -3.2732 0.2583 -0.71 -1.84 1.26 -0.76
C -1.8394 -3.5200 1.5978 3.99 -4.67 4.42 0.56
O -1.3331 -4.2516 2.6291 -3.55 4.90 -6.19 -0.62
Cl -3.5966 -2.9020 1.8283 2.07 -0.54 -0.54 -0.10
O -1.6676 -0.7139 0.3120 0.74 1.76 2.17 -0.73
C -1.1262 0.4177 1.1006 -0.34 0.35 -2.58 0.17
C -1.4690 1.7415 0.2020 -1.18 0.25 -0.25 -0.47
C -2.0640 2.9460 1.1633 0.95 0.50 -1.44 -0.42
C -3.6901 2.9135 1.3654 -0.68 -0.04 1.09 -0.52
C -4.3380 1.4228 1.5773 -1.61 -4.53 -3.83 0.77
O -4.8193 0.6490 0.5710 2.96 5.60 6.95 -0.55
O -4.3780 0.8431 2.9504 1.21 1.81 -2.74 -0.72
H 3.5879 2.9234 1.4145 -0.25 -1.18 -1.89 0.21
H 3.5583 3.2036 -0.4674 -0.33 -2.07 1.73 0.24
H 4.4682 1.6566 0.2804 -2.23 1.56 0.15 0.25
H 3.0230 1.9829 4.0729 -0.12 -2.33 -0.59 0.24
H 4.2498 0.5002 4.0134 -2.55 0.77 -0.57 0.25
H 2.4772 0.1722 4.6101 1.21 1.67 -1.75 0.26
H 0.3332 -0.0147 3.7350 0.06 -1.35 -1.43 0.18
H 0.9865 -1.7138 2.9677 -1.11 2.10 -0.25 0.25
H -0.8260 -1.2133 2.8584 2.50 0.81 0.05 0.24
H -0.3356 -1.7319 -1.2607 -0.47 0.21 -1.07 -0.14
H 0.1382 -3.7625 0.4748 -2.46 0.86 -0.13 0.25
H -1.3831 -3.8762 -0.6355 0.46 1.25 1.72 0.25
H -1.6728 0.6819 2.1288 1.11 -1.27 -1.86 0.14
H -0.6120 2.1091 -0.5037 -1.43 -0.69 1.60 0.23
H -2.3723 1.4349 -0.5158 2.06 0.42 1.58 0.25
H -1.8189 3.9633 0.5936 -0.65 -2.00 1.40 0.22
H -1.4398 2.9647 2.1547 -1.51 -0.03 -1.62 0.21
H -4.2912 3.4195 0.4734 1.54 -1.32 1.83 0.25
H -3.9386 3.5270 2.3573 0.40 -1.29 -2.14 0.22
H -3.5592 1.1134 3.4610 -1.28 -0.12 -1.03 0.48
C 0.5693 -0.6240 -6.2618 -0.11 0.06 -0.05 -0.61
C 1.2777 -0.6605 -4.9138 -0.13 0.37 -0.17 -0.38
C 1.6063 -2.0778 -4.4456 0.16 0.19 0.29 -0.51
C 0.3995 -2.8601 -4.1442 -1.01 -0.85 0.27 0.30
N -0.5530 -3.4800 -3.9094 1.27 0.80 -0.46 -0.33
H -0.4108 -1.1086 -6.2126 0.12 0.01 0.00 0.22
H 0.4132 0.4127 -6.5762 -0.01 -0.14 -0.01 0.21
H 1.1640 -1.1256 -7.0317 -0.06 0.02 0.01 0.19
H 0.6600 -0.1475 -4.1672 0.20 -0.18 0.01 0.23
H 2.2133 -0.0947 -4.9987 -0.08 -0.14 0.14 0.20
H 2.2240 -2.0166 -3.5427 -0.22 -0.13 -0.01 0.27
H 2.2054 -2.5937 -5.2053 -0.20 -0.05 0.07 0.23
```
Forces are in eV/Å.

The total charge is -1. The calculation puts the LUMO energy at 2.38 eV. For the total energy, the calculation gives -48572.71775 eV. The value obtained for the HOMO-LUMO gap is 6.80 eV. For the energy relative to the best compared isomer or geometry (same formula, charge and spin), the calculation gives 219.6 kcal per mole.

[2]
A structure of composition C17H27BMgNO4P2 in a non-equilibrium geometry, computed with the ωB97M-V functional and the def2-TZVPD basis.

```
53
Properties=species:S:1:pos:R:3:forces:R:3:nbo_charge:R:1
Mg -0.0208 1.0872 0.0720 2.94 -1.46 -0.49 1.77
P 2.5285 -1.3611 0.5674 -1.34 0.85 -1.50 1.22
C 2.3475 -0.9482 -1.1666 -0.46 1.75 0.58 -1.01
C 1.0379 -1.2073 -1.7741 1.22 0.76 0.38 0.25
N -0.1032 -0.5688 -1.3150 0.19 -1.01 -0.36 -0.69
C -1.2750 -0.9701 -1.8634 0.60 -1.01 -0.47 0.21
C -1.3352 -2.0045 -2.7900 -0.84 0.12 -0.45 -0.28
C -0.1722 -2.5881 -3.3060 0.06 0.25 -0.17 -0.14
C 1.0226 -2.1105 -2.8517 0.35 -0.20 0.25 -0.26
C -2.5698 -0.3960 -1.3969 -1.15 0.97 0.68 -0.76
P -2.6974 1.2828 -0.7138 0.62 -0.78 2.19 1.11
H 2.0004 -2.5047 -3.1650 -0.68 0.12 0.07 0.23
H -2.3084 -2.3257 -3.1840 0.41 0.20 0.32 0.23
H -0.1813 -3.3856 -4.0462 -0.28 0.19 0.13 0.23
H -3.2546 -0.2160 -2.2414 0.00 -1.13 0.01 0.24
H -3.0353 -1.0016 -0.5896 0.12 -0.03 -0.81 0.27
H 2.2137 0.8653 -1.0414 0.28 -1.16 -0.04 0.51
H 3.2466 -0.8143 -1.8130 -0.70 -0.83 0.53 0.26
H 0.5447 4.0293 -1.2738 -0.30 0.03 0.74 0.50
O 1.5901 1.6317 -1.1167 -0.68 1.70 -0.45 -1.08
H 1.3049 1.5763 -2.0582 0.15 0.13 0.86 0.50
H -1.3125 1.5714 -0.5614 0.15 1.78 -1.97 -0.40
O -0.2983 3.9218 -0.7980 -0.32 -0.41 -1.29 -0.96
H -0.1805 4.0205 0.1333 0.62 0.61 0.81 0.47
C -3.0745 2.4269 -2.0156 0.07 0.19 0.15 -0.97
H -3.9983 1.9690 -2.4134 0.27 0.81 -0.34 0.25
H -3.1859 3.4420 -1.6036 -0.32 -0.36 -0.32 0.28
H -2.2436 2.4438 -2.7346 -0.45 -0.15 0.06 0.27
C -4.0043 1.2806 0.5114 -1.46 -0.23 -0.92 -0.97
H -3.9085 2.0613 1.2787 0.05 -0.33 -0.40 0.26
H -4.8673 1.4650 -0.1437 -0.76 -0.02 0.86 0.23
H -4.0435 0.2715 0.9389 -0.14 0.38 0.10 0.26
C 3.0131 -3.0802 0.3426 -0.03 -0.02 1.29 -0.93
H 3.9455 -3.0999 -0.2417 -0.34 -0.02 0.32 0.25
H 3.1290 -3.4539 1.3611 0.27 -0.82 -0.21 0.24
H 2.1986 -3.5836 -0.1951 0.32 0.11 0.25 0.26
C 3.8907 -0.3861 1.3023 0.49 -0.11 0.07 -0.97
H 3.5694 -0.1363 2.3276 0.36 -0.03 -0.46 0.25
H 4.7730 -1.0423 1.3442 -0.04 0.41 0.09 0.25
H 4.1262 0.5328 0.7332 -0.11 -0.50 0.24 0.25
O 0.4072 -2.0466 2.4770 -0.85 -1.02 0.82 -0.64
B 0.9144 -1.1177 1.5704 1.46 -1.34 -1.90 0.37
O 0.2143 0.1458 1.7390 -0.38 0.92 0.53 -0.85
C -0.4227 -0.0179 2.9784 -0.03 0.01 1.00 0.25
C -0.7818 0.9720 3.8640 -0.07 0.16 -0.17 -0.27
C -1.0179 0.6071 5.1869 -0.28 -0.25 0.39 -0.22
C -0.9605 -0.7308 5.5815 -0.26 0.07 -0.44 -0.19
C -0.6697 -1.7313 4.6566 0.00 -0.68 0.54 -0.23
C -0.3429 -1.3479 3.3830 1.17 0.72 -0.89 0.24
H -0.8433 2.0044 3.5545 0.14 0.19 0.03 0.21
H -1.2381 1.3611 5.9390 -0.01 -0.06 -0.27 0.23
H -1.1315 -1.0104 6.6111 -0.05 0.09 0.03 0.23
H -0.5880 -2.7868 4.9352 0.04 0.47 0.00 0.24
```
Forces are in eV/Å.

The total charge is +1. The calculation puts the LUMO energy (spin up / spin down) at -3.06 / -2.97 eV. For the total energy, the calculation gives -52437.66806 eV. The value obtained for the HOMO-LUMO gap (spin up / spin down) is 4.37 / 4.85 eV.

[3]
A cluster of 2 separate species, C17H27BrN4O4S in total in a non-equilibrium geometry, computed with the ωB97M-V functional and the def2-TZVPD basis.

```
54
Properties=species:S:1:pos:R:3:forces:R:3:nbo_charge:R:1
O -2.7826 -0.4354 -7.0354 0.04 0.16 0.36 -0.63
O -0.1264 -1.1833 6.2798 -0.29 0.25 0.67 -0.69
O 2.2656 2.0884 4.2087 -0.46 -0.12 -0.03 -0.64
Br -1.2843 -2.6436 1.9956 0.15 0.37 -0.72 0.09
O -1.2815 1.0336 5.2530 -0.16 0.36 -0.17 -0.74
S -0.3918 -0.2942 -0.0486 0.46 -1.09 -0.38 0.44
C -2.1147 0.5659 -6.8180 -0.43 -0.92 0.36 0.69
C 0.3160 -1.7465 5.2872 -0.05 -0.64 0.10 0.70
C 1.6275 1.1946 4.7576 1.04 0.43 -0.32 0.66
C -0.2904 -1.9590 0.5164 0.41 -0.15 -0.49 -0.32
C 0.5317 -2.7310 -0.2637 -0.08 0.72 -0.23 -0.28
C 1.0926 -1.9841 -1.3776 -0.92 0.34 1.04 -0.24
C 0.6731 -0.6742 -1.3985 0.20 -0.86 -0.09 -0.18
N 1.8063 0.8912 6.0488 -0.32 -0.80 0.68 -0.61
N -1.9292 1.0205 -5.5122 0.08 0.39 -1.19 -0.45
N -0.1737 0.7236 -3.2724 -0.66 0.61 0.28 -0.45
N 0.6464 -1.1039 4.1666 0.65 0.39 -0.47 -0.60
C -1.4889 1.2576 -8.0207 0.13 0.47 0.51 -0.71
C 0.5036 -3.2449 5.2911 0.08 0.14 0.06 -0.71
C 2.7144 1.5978 6.9491 -0.18 0.15 -0.62 -0.41
C 1.0166 0.2904 -2.5027 -0.93 0.23 -0.25 -0.25
C -2.3718 0.2338 -4.3573 0.51 -0.01 -0.01 -0.23
C -1.0538 2.1416 -5.1540 0.07 -0.54 0.42 -0.22
C -1.1423 -0.3454 -3.6485 0.56 0.54 -0.01 -0.23
C 0.1829 1.6190 -4.4029 -0.33 -0.58 0.48 -0.22
C -0.7710 0.9339 3.9393 0.06 -0.11 0.70 -0.06
C 0.6522 0.3552 3.9109 -0.56 -0.13 0.01 -0.16
H -1.0959 0.2021 5.7243 0.03 0.19 -0.04 0.49
H 0.7109 -3.7888 -0.0901 -0.08 0.25 0.02 0.24
H 1.7365 -2.4263 -2.1328 -0.13 0.16 0.14 0.23
H 1.2162 0.1641 6.4356 0.00 0.26 0.04 0.42
H 0.9640 -1.6829 3.4051 0.04 0.11 0.05 0.41
H -1.8476 2.2873 -8.0879 0.18 0.04 -0.04 0.22
H -1.7600 0.7338 -8.9417 -0.09 -0.04 0.46 0.25
H -0.4006 1.2575 -7.9289 -0.01 0.16 -0.03 0.22
H -0.1935 -3.6983 4.5892 0.06 -0.12 -0.07 0.24
H 0.3076 -3.6232 6.2942 0.00 0.10 -0.14 0.25
H 1.5261 -3.4865 5.0064 0.00 -0.16 -0.11 0.23
H 3.7168 1.6220 6.5181 -0.05 0.06 0.06 0.21
H 2.7479 1.0957 7.9168 -0.12 -0.04 -0.20 0.21
H 2.3686 2.6241 7.0874 0.13 -0.01 0.05 0.21
H 1.5118 1.1641 -2.0670 -0.14 0.12 -0.25 0.22
H 1.7308 -0.1881 -3.1822 0.22 -0.25 0.13 0.18
H -3.0447 -0.5819 -4.6386 0.27 0.27 -0.34 0.25
H -2.9248 0.8779 -3.6664 0.12 0.12 -0.06 0.20
H -0.7311 2.7147 -6.0267 -0.13 -0.28 0.01 0.22
H -1.6045 2.8317 -4.5062 -0.03 -0.09 0.01 0.20
H -0.6524 -1.0674 -4.3107 -0.04 -0.21 -0.19 0.17
H -1.4927 -0.8887 -2.7662 0.26 0.17 0.04 0.21
H 0.8135 1.0711 -5.1112 0.18 -0.07 -0.26 0.16
H 0.7608 2.4727 -4.0338 -0.04 -0.16 0.13 0.21
H -1.4296 0.3032 3.3410 0.06 -0.14 -0.30 0.16
H -0.7560 1.9308 3.4971 0.03 0.04 0.12 0.20
H 0.9953 0.4780 2.8837 0.19 -0.10 0.07 0.24
```
Forces are in eV/Å.

The calculation puts the LUMO energy at 0.32 eV. For the total energy, the calculation gives -113095.84800 eV. The value obtained for the HOMO-LUMO gap is 9.21 eV.

[4]
A cluster of 9 separate species, C17H27Cl8N5O6 in total in a non-equilibrium geometry, computed with the ωB97M-V functional and the def2-TZVPD basis.

```
63
Properties=species:S:1:pos:R:3:forces:R:3:nbo_charge:R:1
N -3.9381 -2.1830 -0.9840 -1.30 -1.33 1.22 -0.41
C -3.5190 -3.3553 -0.4145 -1.68 0.92 -0.09 0.03
C -4.3765 -4.2401 0.2792 -0.14 -0.03 -0.85 -0.26
C -5.7509 -4.0380 0.3044 1.10 1.75 -0.80 -0.16
C -6.1999 -2.8075 -0.2717 0.18 -2.01 0.78 -0.26
C -5.2962 -1.9315 -0.8470 1.39 -0.68 0.34 0.01
H -2.4863 -3.6625 -0.4887 0.23 0.46 -0.22 0.20
H -3.9746 -5.1744 0.6423 0.19 0.04 0.21 0.22
H -6.3944 -4.7819 0.7504 -0.24 0.18 -0.03 0.22
H -7.2715 -2.6748 -0.2515 0.00 0.66 -0.16 0.22
H -5.6774 -0.9689 -1.1547 0.31 0.10 -0.43 0.20
N 1.5073 -1.9530 7.0297 -0.43 1.09 -1.49 -0.42
C 0.4324 -1.1280 7.2239 0.70 -1.15 -1.67 0.03
C 0.0795 -0.0602 6.3679 1.76 -0.95 1.09 -0.27
C 0.9723 0.2159 5.3295 -0.02 -0.53 -0.52 -0.17
C 2.0439 -0.6567 5.0126 -1.02 -0.39 1.82 -0.26
C 2.2594 -1.7416 5.9008 -0.91 1.59 1.08 0.03
H -0.2635 -1.4928 7.9648 0.12 0.36 0.51 0.19
H -0.7362 0.5675 6.6952 -0.12 0.15 -0.50 0.22
H 0.7769 1.0827 4.7156 0.13 0.09 -0.18 0.21
H 2.7226 -0.4906 4.1891 -0.13 0.09 -0.07 0.22
H 3.1498 -2.3442 5.7988 -0.10 -0.34 -0.08 0.19
C 6.2046 -3.8750 -5.3306 0.23 -0.41 -0.63 -0.50
N 5.0646 -2.8794 -5.2898 1.57 0.67 -1.21 0.54
O 5.2896 -1.7697 -5.7633 0.40 -0.49 0.61 -0.40
O 3.9856 -3.2603 -4.9849 -1.60 -0.82 0.99 -0.35
H 6.4803 -3.8283 -6.3842 0.36 0.00 0.18 0.24
H 5.9035 -4.9007 -5.1172 -0.62 0.39 0.15 0.23
H 7.0607 -3.6596 -4.6912 -0.35 0.68 -0.07 0.24
C 3.1499 4.1786 2.9127 0.63 -0.51 -1.02 -0.49
N 4.1768 4.4602 3.9524 0.31 2.62 0.16 0.53
O 4.8103 5.5185 3.9017 -0.65 -0.79 -0.66 -0.39
O 4.2986 3.6862 4.8515 -0.15 -1.40 0.67 -0.36
H 3.3366 4.7783 2.0218 0.07 0.24 0.38 0.23
H 2.1322 4.3351 3.2702 0.35 -0.13 0.33 0.24
H 3.3661 3.1462 2.6379 -0.56 -0.08 0.11 0.24
C 0.5824 0.1611 -1.8942 -0.20 0.09 0.44 -0.48
N 0.6655 -0.1430 -0.4161 0.97 0.14 1.55 0.52
O 0.5531 0.7750 0.4100 -0.17 -0.87 -1.57 -0.40
O 0.9197 -1.2974 -0.0859 -0.46 1.00 -0.70 -0.36
H 0.8741 -0.7578 -2.4027 -0.33 0.25 -0.02 0.24
H 1.2265 0.9985 -2.1626 0.23 -0.18 0.44 0.24
H -0.4347 0.5115 -2.0696 -0.04 -0.42 -0.11 0.24
C -3.1956 -0.6527 -5.7542 -0.62 -0.09 1.52 -0.41
Cl -4.2956 -2.0607 -5.7096 0.42 -0.16 -0.21 -0.04
Cl -3.3299 0.2566 -7.2078 0.09 0.40 -0.89 0.01
H -3.5933 -0.0504 -4.9374 0.38 0.14 -0.14 0.22
H -2.1602 -0.9196 -5.5422 -0.27 -0.28 -0.26 0.22
C 6.0994 1.4086 -1.2093 -0.27 0.44 -0.26 -0.39
Cl 5.6582 0.0860 -0.1213 0.37 0.21 -0.05 -0.01
Cl 4.7548 2.6049 -1.2858 0.34 -0.34 -0.21 -0.05
H 6.9689 1.9897 -0.9021 -0.13 -0.44 0.41 0.23
H 6.2985 0.9877 -2.1948 -0.35 0.14 0.11 0.22
C -4.8743 4.3668 -3.9707 -0.35 0.27 0.90 -0.42
Cl -5.1691 4.7910 -5.6203 -0.57 0.19 -0.85 0.00
Cl -3.2097 3.8885 -3.7975 0.80 -0.42 0.40 -0.02
H -5.0341 5.2426 -3.3418 0.00 -0.10 -0.15 0.22
H -5.5281 3.5643 -3.6292 0.13 0.03 -0.29 0.22
C -3.2756 2.3986 2.7991 -0.36 0.41 -0.45 -0.36
Cl -3.8694 2.2002 4.4910 0.47 0.17 -1.10 -0.03
Cl -4.6284 2.7789 1.6280 0.73 -0.48 0.75 -0.06
H -2.5970 3.2429 2.6775 -0.25 0.02 0.62 0.22
H -2.7255 1.5169 2.4703 -0.57 -0.15 0.15 0.23
```
Forces are in eV/Å.

The calculation puts the LUMO energy at -0.04 eV. For the total energy, the calculation gives -137971.23985 eV. The value obtained for the HOMO-LUMO gap is 9.37 eV.